1.
Formula: C5H7ClO
Source: the OMol25 dataset
Level of theory: the ωB97M-V functional and the def2-TZVPD basis

Properties
HOMO energy, hartree: -0.3640
E_tot, Ha: -730.12614
SMILES string: O[C@@H]1C=CC[C@H]1Cl

Each line ends with the Mulliken charge.
CARTESIAN COORDINATES (ANGSTROEM)
O -0.54 0.30 2.02  -0.5258
C -0.15 0.84 0.75  -0.2774
C -1.20 0.59 -0.28  -0.5244
C -0.85 -0.42 -1.06  -0.1842
C 0.49 -0.97 -0.71  -0.9455
C 1.09 0.11 0.22  0.0579
Cl 2.07 1.20 -0.73  -0.2018
H -0.55 -0.63 1.87  0.3456
H 0.01 1.91 0.97  0.4100
H -2.11 1.14 -0.39  0.4447
H -1.46 -0.74 -1.91  0.3742
H 0.36 -1.93 -0.25  0.2976
H 1.17 -1.14 -1.55  0.3894
H 1.68 -0.25 1.05  0.3396



2.
Formula: C5H7ClO
Source: the OMol25 dataset
Level of theory: the ωB97M-V functional and the def2-TZVPD basis

Properties
HOMO energy, hartree: -0.3492
E_tot, Ha: -730.09626
SMILES string: O[C@H]1CC=C[C@@H]1Cl

Each line ends with the Mulliken charge.
CARTESIAN COORDINATES (ANGSTROEM)
O -0.09 1.88 -0.68  -0.5712
C 0.44 0.99 0.24  -0.1036
C -0.73 0.10 0.68  -0.5349
C -0.58 -1.16 -0.08  -0.4867
C 0.64 -1.25 -0.60  -0.3912
C 1.41 0.00 -0.44  -0.1037
Cl 2.80 -0.40 0.73  -0.2438
H 0.58 2.40 -1.18  0.3250
H 0.89 1.53 1.01  0.4424
H -1.68 0.67 0.56  0.3564
H -0.62 -0.26 1.83  0.2336
H -1.46 -1.81 -0.04  0.3907
H 1.43 -1.99 -0.98  0.3038
H 1.91 0.38 -1.26  0.3832



3.
Formula: C5H7CrO4
Source: the OMol25 dataset
Level of theory: the ωB97M-V functional and the def2-TZVPD basis

Properties
HOMO energy (alpha / beta), hartree: -0.4542 / -0.4585
Net charge: +1
E_tot, Ha: -1539.68976
<S²>: 6.04
2S+1: 5

Each line ends with the Löwdin spin population.
CARTESIAN COORDINATES (ANGSTROEM)
O -0.18 0.85 0.98  0.0784
Cr 1.05 2.13 0.10  3.9384
C -1.42 0.44 1.36  0.0137
C -2.00 -0.43 0.27  -0.0076
H -1.43 0.01 2.37  0.0011
H -2.43 1.00 0.71  0.0022
H -1.62 -1.45 0.47  -0.0001
H -3.08 -0.59 0.33  -0.0005
C -0.90 -0.16 -1.34  -0.0059
C 0.27 0.44 -0.76  -0.0694
O 1.33 -0.60 -0.65  -0.0033
C 2.49 -0.15 -0.30  0.0105
O 2.72 1.01 0.09  0.0413
O 3.39 -1.10 -0.24  0.0036
H -1.50 0.57 -1.90  -0.0019
H -0.77 -1.11 -1.87  -0.0005
H 4.10 -0.86 0.37  0.0001



4.
Formula: C5H7EuO3
Source: the OMol25 dataset
Level of theory: the ωB97M-V functional and the def2-TZVPD basis

Properties
HOMO energy (alpha / beta), hartree: -0.5603 / -0.6291
Net charge: +2
E_tot, Ha: -1129.91321
<S²>: 20.01
2S+1: 9

Each line ends with the Löwdin spin population.
CARTESIAN COORDINATES (ANGSTROEM)
O -0.09 -1.50 0.40  0.0171
Eu 1.47 -3.37 1.23  7.0334
O 2.02 -1.23 0.71  -0.0169
C 0.96 -0.64 0.45  0.0004
O 0.72 0.59 0.28  0.0012
C -1.44 -1.07 0.00  0.1299
C -2.27 -2.27 -0.26  0.7136
H -1.84 -0.44 0.80  0.0075
H -1.30 -0.46 -0.91  0.0319
H -3.34 -2.23 -0.04  0.0377
H -1.85 -3.11 -0.81  0.0435
C 1.61 2.09 -0.62  0.0004
C 1.40 3.36 -0.23  0.0003
H 2.17 4.09 -0.51  0.0000
H 1.18 3.42 0.85  0.0001
H 0.60 2.79 -1.35  0.0000



Which of these has the highest E_tot? number 2